1.
{"formula": "C21H29N5O2S3Zn", "method": "ωB97M-V with the def2-TZVPD basis set", "elements": ["Zn", "C", "C", "C", "C", "C", "C", "C", "C", "C", "C", "H", "H", "H", "H", "H", "H", "H", "H", "H", "H", "H", "H", "H", "H", "H", "C", "N", "C", "N", "S", "H", "H", "H", "H", "H", "H", "N", "C", "C", "C", "C", "C", "C", "S", "O", "O", "N", "C", "S", "C", "C", "N", "H", "H", "H", "H", "H", "H", "H", "H"], "positions_angstrom": [[1.13466, -0.44899, -0.28670], [-0.61579, -1.53655, 1.67729], [0.71545, -1.38454, 2.09047], [1.55723, -2.00626, 1.12368], [0.69126, -2.56345, 0.09870], [-0.63833, -2.24575, 0.45400], [-1.87493, -2.57433, -0.32905], [1.14527, -3.48496, -0.99537], [3.01634, -2.31921, 1.30587], [1.22422, -0.65306, 3.29664], [-1.83969, -0.98498, 2.34536], [-2.44760, -3.38590, 0.12912], [-1.63480, -2.88050, -1.34816], [-2.55223, -1.71556, -0.39405], [1.28215, -4.50430, -0.62208], [2.09883, -3.17386, -1.42828], [0.41863, -3.52713, -1.80775], [3.15420, -3.21011, 1.92710], [3.54544, -1.49522, 1.78693], [3.51697, -2.50481, 0.35436], [1.65435, -1.33416, 4.03637], [0.42965, -0.09499, 3.79264], [2.00843, 0.06200, 3.03026], [-2.43849, -1.77413, 2.80917], [-2.49826, -0.47792, 1.63227], [-1.58888, -0.26686, 3.12639], [0.23566, 3.60776, -2.44677], [0.81352, 2.29284, -2.65706], [0.12482, 1.16409, -2.63683], [-1.20900, 1.22601, -2.56572], [0.90448, -0.36342, -2.72068], [1.04015, 4.33576, -2.46790], [-0.26085, 3.66711, -1.47395], [-0.47434, 3.85147, -3.24021], [1.82002, 2.19562, -2.65780], [-1.69041, 2.08424, -2.35517], [-1.69805, 0.35452, -2.45126], [4.22938, 4.15525, -5.40301], [4.12806, 3.63455, -4.12619], [4.24511, 2.25384, -3.91574], [4.20552, 1.73437, -2.63795], [4.03367, 2.58159, -1.54543], [3.92361, 3.94934, -1.73852], [3.96996, 4.47384, -3.02146], [3.91164, 1.87989, 0.07170], [4.00182, 2.97482, 1.00679], [4.83813, 0.79095, 0.13675], [2.42824, 1.25199, 0.11562], [1.35874, 1.96138, 0.52472], [1.23115, 3.52662, 1.26332], [-0.49100, 3.31615, 1.35263], [-0.84604, 2.10697, 0.87143], [0.19091, 1.35464, 0.37957], [4.05248, 3.52589, -6.16688], [3.87776, 5.08589, -5.54763], [4.37951, 1.59347, -4.76391], [4.30177, 0.66848, -2.47833], [3.81693, 4.59440, -0.87548], [3.90590, 5.54584, -3.16902], [-1.12302, 4.07017, 1.79037], [-1.84694, 1.70328, 0.85164]], "atomic_forces_ev_per_a": [[-0.1, 0.0, 0.0], [0.0, 0.0, 0.0], [0.0, 0.0, 0.0], [0.0, -0.1, 0.0], [0.1, 0.0, 0.0], [-0.1, 0.1, 0.0], [0.0, 0.0, 0.0], [0.0, 0.0, 0.0], [0.0, 0.0, 0.0], [0.0, 0.0, 0.0], [0.0, 0.0, 0.0], [0.0, 0.0, 0.0], [0.0, 0.0, 0.0], [0.0, 0.0, 0.0], [0.0, 0.0, 0.0], [0.0, 0.0, 0.0], [0.0, 0.0, 0.0], [0.0, 0.0, 0.0], [0.0, 0.0, 0.0], [0.0, 0.0, 0.0], [0.0, 0.0, 0.0], [0.0, 0.0, 0.0], [0.0, 0.0, 0.0], [0.0, 0.0, 0.0], [0.0, 0.0, 0.0], [0.0, 0.0, 0.0], [0.0, 0.0, 0.0], [0.0, 0.0, 0.0], [0.0, 0.0, 0.0], [0.0, 0.0, 0.0], [0.0, 0.0, 0.0], [0.0, 0.0, 0.0], [0.0, 0.0, 0.0], [0.0, 0.0, 0.0], [0.0, 0.0, 0.0], [0.0, 0.0, 0.0], [0.0, 0.0, 0.0], [0.0, 0.0, 0.0], [0.0, 0.0, 0.0], [0.0, 0.0, 0.0], [0.0, 0.0, 0.0], [0.0, -0.1, 0.0], [0.0, 0.1, 0.0], [0.0, 0.0, 0.1], [-0.1, 0.0, 0.1], [0.0, 0.0, 0.0], [0.0, 0.0, 0.0], [0.0, 0.1, 0.1], [0.1, 0.0, 0.0], [0.0, 0.0, 0.0], [0.0, 0.0, 0.0], [0.0, 0.0, -0.1], [0.0, -0.1, 0.0], [0.0, 0.0, 0.0], [0.0, 0.0, 0.0], [0.0, 0.0, 0.0], [0.0, 0.0, 0.0], [0.0, 0.0, 0.0], [0.0, 0.0, 0.0], [0.0, 0.0, 0.0], [0.0, 0.0, 0.0]], "total_charge": 0, "e_tot_ha": -4215.839831, "homo_energy_ev": -6.82, "gap_ev": 6.9}

2.
{"formula": "C21H29NO4", "method": "ωB97M-V with the def2-TZVPD basis set", "elements": ["C", "C", "O", "C", "O", "C", "C", "O", "N", "C", "C", "C", "C", "C", "C", "C", "C", "C", "C", "C", "C", "C", "C", "C", "C", "O", "H", "H", "H", "H", "H", "H", "H", "H", "H", "H", "H", "H", "H", "H", "H", "H", "H", "H", "H", "H", "H", "H", "H", "H", "H", "H", "H", "H", "H"], "positions_angstrom": [[0.66403, 2.56179, -0.37229], [-0.49018, 2.74207, 0.60920], [-0.79330, 1.58152, 1.36264], [-1.60478, 0.63305, 0.75430], [-0.97642, -0.01560, -0.33140], [-0.01564, -0.93130, 0.03428], [0.91949, -1.32184, -1.06116], [1.89653, -2.02016, -0.86429], [0.56943, -0.83968, -2.27149], [1.42118, -0.94150, -3.43589], [2.01671, 0.40212, -3.77160], [1.70214, 1.05835, -4.95266], [2.22962, 2.31055, -5.21989], [3.06747, 2.92078, -4.30297], [3.38274, 2.27286, -3.11965], [2.86153, 1.01989, -2.85649], [0.11073, -1.43381, 1.26115], [-0.80456, -1.08442, 2.39189], [-0.09943, -0.27326, 3.47562], [1.23510, 0.36796, 3.25069], [1.12150, -0.82132, 4.15280], [-2.05053, -0.37118, 1.82993], [-3.06209, -1.36588, 1.23442], [-4.24435, -1.69412, 2.14999], [-3.90047, -2.50569, 3.40596], [-3.42342, -1.73263, 4.47900], [0.94362, 3.52684, -0.78693], [1.52155, 2.13693, 0.14316], [0.38698, 1.90153, -1.18922], [-1.39109, 3.08209, 0.07783], [-0.22078, 3.48821, 1.36176], [-2.48225, 1.12280, 0.29121], [-0.23484, -0.23292, -2.32004], [2.20712, -1.65683, -3.17564], [0.84294, -1.33034, -4.27978], [1.04579, 0.58600, -5.67015], [1.98260, 2.81135, -6.14456], [3.47582, 3.89883, -4.51051], [4.03824, 2.74466, -2.40267], [3.10785, 0.50745, -1.93802], [0.91107, -2.13491, 1.43452], [-1.12563, -2.03080, 2.85027], [-0.79056, 0.27411, 4.10691], [1.41303, 1.33760, 3.68883], [1.70604, 0.23013, 2.29045], [1.51966, -1.76198, 3.80471], [1.22533, -0.67686, 5.21779], [-2.53102, 0.22220, 2.61286], [-2.54666, -2.28904, 0.95897], [-3.46834, -0.94492, 0.31118], [-4.73481, -0.77070, 2.46451], [-4.96505, -2.27377, 1.57011], [-3.18892, -3.30444, 3.15022], [-4.81123, -2.97450, 3.78757], [-2.57102, -1.35165, 4.24231]], "atomic_forces_ev_per_a": [[-0.3, -0.1, 0.2], [0.2, 0.2, -0.2], [0.0, -0.3, 0.0], [-0.8, 0.3, 0.4], [0.3, -0.3, -0.2], [0.0, -0.1, 0.6], [-0.1, 0.0, -0.1], [0.2, -0.1, 0.1], [-0.3, 0.1, -0.2], [0.1, -0.1, 0.0], [0.0, 0.0, -0.1], [0.0, -0.1, 0.1], [0.0, 0.1, -0.1], [0.0, 0.1, -0.1], [0.0, 0.0, 0.1], [0.0, 0.0, 0.0], [-0.2, 0.0, -0.2], [0.0, 0.3, 0.0], [0.1, -0.1, 0.0], [-0.1, 0.1, 0.1], [0.1, -0.1, 0.2], [0.2, 0.1, -0.4], [-0.1, 0.2, 0.1], [0.3, -0.3, 0.1], [-0.4, -0.1, -0.4], [0.3, 0.4, 0.3], [0.1, 0.1, -0.1], [0.1, 0.0, 0.0], [0.1, 0.0, -0.1], [0.0, 0.0, 0.1], [-0.1, 0.0, -0.1], [0.2, -0.1, 0.1], [0.1, 0.0, 0.1], [-0.1, 0.0, -0.1], [0.1, 0.0, 0.1], [-0.1, -0.1, -0.1], [0.0, 0.0, -0.1], [0.0, 0.1, 0.0], [0.1, 0.0, 0.1], [0.0, -0.1, 0.1], [0.2, -0.1, -0.1], [0.0, 0.0, 0.0], [0.0, 0.1, 0.1], [0.0, 0.1, 0.1], [0.0, -0.1, -0.1], [0.0, -0.1, -0.1], [0.0, 0.0, 0.1], [0.0, 0.0, 0.0], [0.0, 0.0, -0.1], [0.0, -0.1, -0.1], [-0.1, 0.0, 0.0], [-0.1, 0.0, 0.0], [-0.1, 0.0, 0.0], [0.1, 0.0, -0.1], [0.0, 0.0, 0.1]], "total_charge": 0, "smiles": "CCO[C@H]1OC(C(=O)NCc2ccccc2)=C[C@@H](C2CC2)[C@@H]1CCCO", "e_tot_ha": -1173.293513, "homo_energy_ev": -9.14, "gap_ev": 9.8}

3.
{"formula": "C21H30AsBrFN4O2PSZn", "method": "ωB97M-V with the def2-TZVPD basis set", "elements": ["Zn", "Br", "C", "C", "C", "C", "C", "N", "C", "O", "O", "H", "H", "H", "C", "As", "C", "C", "S", "H", "H", "H", "H", "H", "H", "H", "H", "H", "F", "C", "C", "C", "C", "C", "C", "H", "H", "H", "H", "C", "N", "C", "N", "C", "N", "C", "P", "C", "C", "H", "H", "H", "H", "H", "H", "H", "H", "H", "H", "H", "H", "H", "H"], "positions_angstrom": [[0.00000, 0.00000, 0.00000], [3.23157, 0.31847, -1.51214], [2.92927, -0.29932, 0.25838], [4.02823, -0.65534, 1.03057], [3.80743, -1.10758, 2.32656], [2.50266, -1.18658, 2.79972], [1.45531, -0.80952, 1.95918], [1.65682, -0.36531, 0.68922], [0.02520, -0.87216, 2.41145], [-0.22948, -1.27973, 3.59029], [-0.79945, -0.49553, 1.52869], [5.03520, -0.58463, 0.63842], [4.63641, -1.39592, 2.96385], [2.28473, -1.53433, 3.80567], [1.12963, -3.99156, -2.76623], [-0.27121, -3.85548, -1.39160], [0.05609, -4.98219, 0.18758], [-2.09857, -4.00306, -2.10520], [-0.14811, -2.10546, -0.75994], [1.12303, -5.01385, -3.19660], [2.11977, -3.79023, -2.30818], [0.93459, -3.25162, -3.56944], [-0.00024, -6.05036, -0.10598], [-0.71158, -4.77067, 0.96000], [1.06422, -4.76435, 0.59638], [-2.25474, -5.02586, -2.50501], [-2.23994, -3.26290, -2.91950], [-2.83042, -3.80783, -1.29466], [0.51922, 5.65928, 1.99605], [0.39120, 4.40046, 1.55687], [1.45953, 3.78962, 0.90825], [1.32501, 2.47871, 0.45140], [0.12613, 1.79301, 0.64717], [-0.94004, 2.41335, 1.29857], [-0.80795, 3.72419, 1.75638], [2.38543, 4.33672, 0.76386], [2.14853, 1.98582, -0.05711], [-1.86876, 1.86999, 1.44555], [-1.62770, 4.22106, 2.26495], [-4.77429, 1.20000, 0.07304], [-3.78431, 0.68002, 1.03292], [-3.90657, -0.78604, 1.11896], [-3.73251, -1.37026, -0.18009], [-4.70967, -0.85953, -1.12274], [-4.58605, 0.58325, -1.20890], [-3.38261, 1.01535, -1.89346], [-2.00980, 0.45448, -0.86746], [-2.40501, 1.12761, 0.73847], [-2.37029, -1.30173, -0.67325], [-4.68370, 2.29352, 0.03761], [-5.77307, 0.99056, 0.47867], [-4.03028, 1.05621, 1.95145], [-4.89735, -1.01367, 1.53416], [-3.17754, -1.15371, 1.85296], [-5.72315, -1.13126, -0.79789], [-4.60193, -1.33159, -2.10858], [-3.37683, 2.10389, -2.01874], [-3.33562, 0.59064, -2.90240], [-2.39506, 2.22192, 0.77175], [-1.75675, 0.76099, 1.54108], [-1.67895, -1.78230, 0.02783], [-2.27209, -1.84362, -1.62049], [0.66946, 0.43120, -1.32514]], "atomic_forces_ev_per_a": [[1.8, 3.1, -4.2], [0.7, -0.4, -0.1], [-1.1, -0.1, 0.2], [-0.1, -0.1, 0.3], [-0.3, 0.1, -0.2], [-0.2, 0.1, -0.1], [1.4, -0.2, -0.1], [5.2, -1.8, 3.1], [0.3, -1.5, 3.7], [0.3, 1.1, -3.0], [-1.7, -2.9, 3.7], [-0.2, 0.1, -0.1], [0.0, 0.0, -0.1], [-0.1, 0.1, -0.2], [-0.1, -1.3, -0.6], [0.1, -5.2, -1.5], [-0.1, -1.4, -0.5], [-0.3, -1.5, -0.6], [5.8, 3.3, 0.6], [0.2, 0.5, 0.0], [-0.8, 0.0, 0.0], [-0.1, -0.4, 0.7], [0.1, 0.4, 0.4], [0.4, 0.1, -0.6], [-0.6, 0.1, -0.5], [-0.2, 0.6, 0.1], [0.3, -0.5, 0.4], [0.6, -0.2, -0.4], [0.1, 0.8, 0.3], [-0.5, -1.2, -0.5], [0.2, 0.0, 0.0], [-0.8, 1.0, 0.5], [-0.1, 1.9, 0.8], [7.3, 5.7, 3.2], [0.6, 0.8, -0.1], [0.0, 0.1, 0.1], [-0.2, 0.5, 0.1], [6.8, 5.0, 6.6], [0.0, 0.2, 0.2], [-0.8, 0.2, -0.9], [-1.6, -0.1, 1.8], [-0.2, -1.6, 0.1], [-1.7, -1.7, 0.5], [-0.2, 0.0, 0.4], [-2.4, 0.8, -0.6], [-0.5, -0.1, 0.4], [2.0, 1.4, -3.0], [-8.9, -5.6, -5.3], [-3.5, 0.8, 0.7], [0.2, -0.3, -0.2], [0.2, -0.2, -0.2], [-0.1, 0.0, 0.1], [0.0, 0.1, -0.3], [0.1, 0.1, -0.4], [0.1, 0.2, 0.2], [0.3, 0.3, 0.2], [0.1, -0.1, 0.2], [0.0, -0.1, 0.2], [-4.2, 0.1, -3.9], [-1.4, -2.1, -0.7], [-2.1, 0.6, 0.3], [-0.5, 0.7, 0.4], [0.4, -0.1, -1.8]], "total_charge": 0, "e_tot_ha": -8615.515485, "homo_energy_ev": [-4.76, -4.76], "gap_ev": [4.6, 4.6]}